The following is a quantum chemistry calculation of 5 unconnected molecules or ions with the total composition C2H12O4 in a non-equilibrium geometry, from OMol25.

ΔE to the lowest compared entry with this formula, charge and spin	161.4	kJ/mol
highest occupied orbital energy	-10.080	eV
energy	-10457.32159	eV
charge	0
SMILES	C=C.O.O.O.O

Element x y z (Å)
C1 1.6204 2.1438 -2.8119
C2 1.7333 3.2873 -2.0807
H1 2.3848 1.9978 -3.5911
H2 0.8569 1.3671 -2.7708
H3 2.5046 3.9449 -2.5091
H4 1.0384 3.5758 -1.3059
O1 -2.9682 0.8850 -1.1162
H5 -2.9459 0.7621 -2.0769
H6 -3.7688 1.4133 -1.0118
O2 -3.1640 -1.8774 1.2627
H7 -2.2003 -1.7769 1.2487
H8 -3.3748 -1.0802 1.7684
O3 2.1624 -2.5964 4.0011
H9 2.3773 -3.5362 3.9530
H10 1.2679 -2.6439 4.3653
O4 0.4947 -2.2013 0.8515
H11 1.0853 -2.0640 1.6133
H12 0.8959 -1.6009 0.2104